Entry 1:
C3H8BrISi | wB97M-V/def2-TZVPD

```
! RIJCOSX wB97M-V def2-TZVPD def2/J DEFGRID3
* xyz 0 1
H 1.4371 0.3641 1.8511
Si -0.6921 -0.3499 0.5110
H -1.9739 -2.3108 -0.5173
C 0.0021 2.3987 -1.2801
H -0.7595 -1.4184 -1.5842
H -0.7406 3.1372 -1.2603
Br 1.6160 2.8062 -0.2773
H -0.1809 -2.5683 -0.4710
C 1.0891 -0.4713 1.2303
H 1.3772 -1.2912 1.7980
H 1.8727 -0.2902 0.3425
H 0.2238 1.8712 -2.0811
I -2.2537 -0.0418 2.2971
C -1.0172 -1.8356 -0.5588
*
```

HOMO level (alpha / beta), Ha: -0.272 / -0.318
Kohn-Sham gap (alpha / beta), eV: 6.97 / 8.02

Entry 2:
C19H22INO5 | wB97M-V/def2-TZVPD

```
! RIJCOSX wB97M-V def2-TZVPD def2/J DEFGRID3
* xyz -2 1
C 2.6159 2.3317 4.7961
C 3.0627 2.6405 2.2745
O 4.2056 2.9712 6.4205
H -2.8014 -2.3384 -3.5058
H 1.0554 0.1100 -3.3114
N -3.0458 -0.3608 -2.9462
H 0.2495 -4.8496 0.2325
C 0.7565 1.7154 -1.7056
H -2.1949 -1.0123 0.3181
H -4.7690 -2.6944 -2.2847
C 1.4794 -0.6948 0.2949
H -3.5869 -0.5593 1.4418
H -1.1704 0.2696 -1.1471
H 0.3463 -0.6317 0.5376
C -0.7031 -2.9275 -0.9816
C -0.7826 -0.3513 -2.0313
C -3.8256 -2.5689 -1.6087
H 0.1510 2.3553 -2.4530
C 4.2281 3.1862 2.7071
O -1.3134 0.8549 -4.3099
H 1.9248 -1.6695 0.7551
C -3.3024 -0.7081 0.3198
C -0.1479 -3.9048 -0.3050
H 2.8247 -0.0456 -1.3862
H -0.6706 -2.2933 -3.1504
I -4.3875 -3.4130 1.2986
C 0.7427 0.1470 -2.2027
C -1.1486 -1.9165 -2.1555
H 1.8295 2.1368 -1.6630
C -2.7384 -1.7659 -2.4882
C 1.8246 -0.6376 -1.2861
C -4.3126 -1.8264 -0.2564
C 2.1303 2.2091 3.4092
H 1.9182 1.9382 5.5282
H -3.4286 -3.6065 -1.3252
H 1.9842 0.2397 0.7972
H 2.0369 -1.6835 -1.7214
H 4.9491 3.5319 1.9729
O 0.9926 1.7574 3.2351
H -3.6195 0.2211 -2.3177
O 5.7458 3.9831 4.2763
H -3.4620 0.3283 -0.1703
C 3.7890 2.8660 5.2301
O 2.6789 2.4624 1.0786
H -5.3629 -1.3679 -0.3010
C 4.6756 3.3953 4.0986
H 0.2892 1.8554 -0.6643
C -1.6772 0.1846 -3.2939
*
```

HOMO level, Ha: 0.004
Kohn-Sham gap, eV: 2.96

Entry 3:
C3H5N3O | wB97M-V/def2-TZVPD

```
! RIJCOSX wB97M-V def2-TZVPD def2/J DEFGRID3
* xyz 0 1
H -1.5410 0.4425 -1.8954
C 0.2978 -0.3073 1.8814
N 0.0148 -0.1613 -0.5424
N 1.6352 -0.9643 1.7318
H 0.2830 1.1236 -2.1436
H -0.2499 -0.0675 2.7560
O -1.8567 0.1047 0.7658
H 0.9953 -0.0437 -0.4069
C -0.6579 -0.0621 0.5677
H -0.1490 -0.5825 -2.5569
N 1.6602 0.2612 1.7480
C -0.4317 0.2566 -1.9054
*
```

Structure (SMILES): CNC(=O)C1N=N1
HOMO level, Ha: -0.365
Kohn-Sham gap, eV: 10.03

Entry 4:
C3H6O3 | wB97M-V/def2-TZVPD

```
! RIJCOSX wB97M-V def2-TZVPD def2/J DEFGRID3
* xyz 0 1
O 1.1796 -1.2078 -0.2350
H 1.2461 -1.6923 0.5974
H 1.8325 0.4780 0.7918
C -0.3453 0.5702 0.6025
O -1.4433 -0.8745 -0.9965
H -0.6505 -1.3839 -0.7323
O -1.9395 1.2972 -1.0202
H -0.3166 1.6192 0.8798
H 1.3207 0.6821 -0.8952
C 1.1042 0.1657 0.0397
C -1.3612 0.3716 -0.5083
H -0.6266 -0.0255 1.4762
*
```

Structure (SMILES): O=C(O)CCO
HOMO level, Ha: -0.373
Kohn-Sham gap, eV: 10.58

Entry 5:
C53H45F6N10O2PdS3Sb | wB97M-V/def2-TZVPD

```
! RIJCOSX wB97M-V def2-TZVPD def2/J DEFGRID3
* xyz 0 1
C -0.0497 -1.1441 2.4236
H 1.4645 -4.9057 -0.6706
C 4.5116 2.5780 -1.2848
H 0.4979 -5.2224 2.8713
H 1.1462 -4.8001 -5.1623
N -3.3363 0.2735 -1.0035
C -3.6591 4.6149 -1.6460
C -4.2852 2.2280 3.4030
F -1.6093 -3.1256 -4.0098
Pd 0.4793 -0.8241 -1.8273
N 0.8633 4.3397 3.4374
C 1.9121 -2.2210 -4.7111
C 3.4553 -0.7153 -0.8919
H 5.1629 -5.3885 3.1234
H -1.9182 -0.7450 0.1965
H 0.1886 -5.0084 -3.6773
C 2.5020 -4.5672 -0.6039
H 0.8631 1.4772 4.3707
C -0.4230 2.1897 -1.9290
H -5.4050 5.4263 -0.7125
C -2.4316 -0.0686 -2.8584
H -1.0329 -5.3055 3.7461
H -3.7577 -6.3423 0.1548
H -5.1287 7.6601 -1.7378
H 1.9262 -4.7066 -3.5665
C -2.9565 -5.6261 0.2872
C -4.5700 5.6220 -1.3726
O 0.1737 3.1893 1.6990
S -1.6116 3.9553 -5.4384
N 3.9419 1.2445 -1.4211
H 2.0329 -2.5155 3.5767
H -5.6113 1.0308 2.2207
C 2.9634 0.8414 -2.2224
C -0.8963 -3.7859 0.6697
C -2.2491 -0.4478 -0.7863
C -4.3324 0.7660 -0.0646
C 2.9042 -4.3114 0.8236
C -2.5906 4.8761 -2.4896
H 2.5322 1.4631 -2.9923
S -0.1631 2.0359 -3.6486
C -1.0125 0.4516 4.5009
C -4.4140 6.8753 -1.9482
C -1.2222 -4.6818 1.7017
C 4.1687 3.2249 0.0407
H -0.2783 -3.7452 3.4092
C 2.8576 3.2574 0.5062
C 1.0252 -4.4778 -4.1299
C -1.3281 -1.3409 2.9430
C 3.9639 -5.0190 1.3874
C -3.3407 7.1226 -2.7917
H 1.9908 0.6055 1.3218
C 2.0913 0.2217 2.3403
C 3.5785 4.4291 2.4838
H 3.1331 -5.3338 -1.0533
N -1.6357 -0.6880 -1.9409
H -2.7384 3.3730 4.3604
H 2.0669 2.7960 -0.0713
H -2.2303 -0.0636 -3.9156
H 4.4990 -5.7382 0.7781
H -1.9535 -2.1345 2.5463
C 0.7433 -0.1007 2.9255
H -1.3740 1.0763 5.3082
N -1.2242 3.1434 -1.6101
N 2.6138 -0.4003 -1.9179
H -2.5247 -6.2746 2.2809
N 4.2734 0.2509 -0.5605
C -2.5455 2.0781 1.2356
H -4.9474 1.4464 -0.6538
N -0.4719 4.0391 3.6163
F -0.6644 -3.2389 -5.9477
H -3.7577 3.6298 -1.2107
C -2.6107 -4.7649 -0.7398
C -2.4182 6.1241 -3.0646
C 1.2101 3.8219 2.3088
F 1.7984 -0.8819 -4.6481
N -3.4766 0.5150 -2.3319
C -1.8131 -0.5497 3.9766
C -0.4710 -4.7378 3.0044
C -0.5768 -2.6671 -4.7359
H -1.5784 6.3049 -3.7193
C 0.7567 -2.9722 -4.0068
H 3.9198 -3.7703 4.5331
H 2.5625 -3.6695 -1.2259
C -1.2201 3.4023 -3.9402
C 2.5870 -3.2067 2.9498
N -1.6419 3.8322 -2.7228
H 4.1256 3.1652 -2.1195
H -3.2151 8.1001 -3.2379
H 3.4619 -1.6713 -0.3931
C 5.1748 3.8044 0.7983
Sb 0.6183 -2.2716 0.7247
C 3.6437 -3.9195 3.4971
F 2.0064 -2.5393 -6.0156
H -1.8661 2.0416 0.3963
C 4.8769 4.4158 2.0106
C -3.7922 1.4599 1.1704
C -2.2618 -5.5838 1.4879
H -4.9719 -0.0652 0.2371
C 2.5607 3.8391 1.7315
C -1.5816 -3.8528 -0.5445
H 2.6015 0.9874 2.9255
F -0.7842 -1.3452 -4.9151
H 5.5923 2.5020 -1.3961
H -1.2875 -3.2081 -1.3653
C -0.8411 3.3573 2.5851
C -4.6474 1.5255 2.2644
O 0.6698 -2.6528 -2.6846
H -4.9648 2.2855 4.2429
C -3.0478 2.8391 3.4727
F 3.0839 -2.5407 -4.1392
H 6.1998 3.7699 0.4487
S 0.3191 1.1684 -0.7315
C 4.3366 -4.8256 2.7085
C 0.2511 0.6737 3.9732
H 2.7471 -0.6504 2.2937
H -3.1272 -4.7997 -1.6909
C 2.2172 -3.3866 1.6207
C -2.1664 2.7507 2.3962
H 3.3353 4.8803 3.4358
H 5.6672 4.8668 2.5954
H -2.8079 -0.7195 4.3692
*
```

HOMO level, Ha: -0.288
Kohn-Sham gap, eV: 7.35

Entry 6:
C6H13N2O | wB97M-V/def2-TZVPD

```
! RIJCOSX wB97M-V def2-TZVPD def2/J DEFGRID3
* xyz 1 1
C 0.1185 -0.7463 2.8356
H -2.1207 -0.9905 1.4148
N 1.8795 0.4113 -2.2216
C -1.5408 0.1004 -0.4135
H -2.7874 -0.6777 -1.9441
H -3.6093 -0.3193 -0.6010
H 1.4612 1.3755 -2.4216
H 0.8256 -1.5591 2.9687
H 3.1142 2.3386 -0.8402
H 3.2559 1.3291 0.5986
O 1.0023 -0.2630 0.6553
C 2.3944 0.4149 -1.0068
H 0.3959 0.1069 3.3480
C -1.2978 -0.4967 0.7635
N 2.8601 1.4493 -0.3755
H 2.4927 -0.5246 -0.4305
H -0.8854 -1.1534 3.3865
H 1.5666 -0.4512 -2.6701
H -0.7337 0.5925 -0.8271
H -3.1036 1.0043 -1.6638
C -2.7904 0.0294 -1.2141
C 0.0413 -0.5571 1.3589
*
```

HOMO level, Ha: -0.486
Kohn-Sham gap, eV: 10.03